{"formula": "C34H40IN6O3PbSSe2", "method": "ωB97M-V/def2-TZVPD", "homo_ha": -0.5634, "e_above_lowest_kj_mol": 37.2, "charge": 3, "gap_ev": 7.99, "lumo_ha": -0.270, "e_tot_ha": -7564.6968, "elements": ["Pb", "O", "C", "N", "C", "O", "C", "C", "C", "C", "C", "N", "C", "C", "C", "C", "C", "N", "H", "H", "H", "H", "H", "H", "H", "H", "C", "Se", "C", "C", "Se", "C", "H", "H", "H", "H", "H", "H", "H", "H", "H", "H", "S", "C", "N", "C", "C", "C", "C", "C", "C", "H", "H", "H", "H", "H", "N", "C", "O", "C", "I", "H", "H", "H", "H", "C", "N", "C", "C", "C", "C", "C", "C", "C", "C", "H", "H", "H", "H", "H", "H", "H", "H", "H", "H", "H", "H", "H"], "xyz": [[2.5692, -1.1514, 0.6726], [0.5422, -2.8587, -2.2358], [0.7215, -1.7871, -1.6940], [0.4832, -1.5114, -0.3588], [-0.4998, -2.2303, 0.2983], [-1.4984, -2.6708, -0.2373], [-0.3640, -2.3110, 1.7985], [-1.3683, -2.9077, 2.5391], [-1.2429, -2.9369, 3.9224], [-0.1200, -2.3771, 4.5060], [0.8461, -1.8140, 3.6841], [0.7238, -1.7745, 2.3597], [1.3918, -0.6573, -2.4423], [1.6520, -0.7945, -3.7952], [2.2702, 0.2595, -4.4562], [2.6058, 1.3952, -3.7379], [2.3159, 1.4358, -2.3810], [1.7133, 0.4363, -1.7349], [-2.2169, -3.3399, 2.0281], [-2.0081, -3.3987, 4.5323], [0.0211, -2.3822, 5.5777], [1.7472, -1.3831, 4.1052], [1.3747, -1.7096, -4.3004], [2.4891, 0.1914, -5.5138], [3.0983, 2.2336, -4.2107], [2.5856, 2.3016, -1.7876], [-4.3011, 5.2223, 0.7632], [-3.2020, 3.6940, 1.2174], [-3.5137, 3.6214, 3.1634], [-2.2364, 3.9399, 3.9125], [-0.9006, 2.5463, 3.6155], [0.6603, 3.5912, 4.1169], [-5.2446, 5.1877, 1.2988], [-4.4512, 5.2161, -0.3135], [-3.7266, 6.0981, 1.0582], [-3.8794, 2.6131, 3.3566], [-4.3123, 4.3334, 3.3698], [-2.4665, 3.9970, 4.9760], [-1.8160, 4.8983, 3.6061], [0.5623, 3.9104, 5.1503], [0.7759, 4.4448, 3.4552], [1.5229, 2.9359, 4.0274], [4.5429, -2.8165, -3.6799], [3.7666, -2.8553, -2.1625], [3.9495, -1.8284, -1.3859], [4.8133, -0.9111, -1.9864], [5.3025, 0.2628, -1.4073], [6.1698, 1.0459, -2.1368], [6.5591, 0.6801, -3.4338], [6.1046, -0.4866, -4.0103], [5.2324, -1.2821, -3.2670], [3.1344, -3.6880, -1.8941], [5.0363, 0.5370, -0.3934], [6.5759, 1.9478, -1.6987], [7.2494, 1.3091, -3.9790], [6.4330, -0.7855, -4.9964], [1.1799, -4.9511, -0.4746], [2.1005, -4.6585, 0.4361], [2.4835, -3.4875, 0.6314], [2.6845, -5.7814, 1.2354], [1.7465, -5.7997, 3.1497], [0.7207, -4.2223, -1.0181], [0.8741, -5.9024, -0.6033], [3.7424, -5.6078, 1.4013], [2.5200, -6.7557, 0.7866], [-1.2839, 2.1698, -1.4748], [-1.4617, 0.7829, -0.9779], [-2.0591, -0.0911, -2.0346], [-2.1879, 0.7202, 0.3491], [-3.6707, 0.9965, 0.2861], [-4.5103, -0.0679, -0.0396], [-5.8872, 0.0812, -0.1043], [-6.4639, 1.3074, 0.1833], [-5.6597, 2.3754, 0.5522], [-4.2812, 2.2194, 0.6024], [-0.6939, 2.1406, -2.3874], [-0.7673, 2.7579, -0.7193], [-2.2647, 2.5896, -1.6917], [-0.5309, 0.3804, -0.7797], [-3.0469, 0.2828, -2.2893], [-2.1071, -1.1147, -1.6651], [-1.4128, -0.0431, -2.9082], [-1.6484, 1.3929, 1.0181], [-2.0418, -0.2960, 0.7127], [-4.0728, -1.0399, -0.2368], [-6.5085, -0.7642, -0.3670], [-7.5371, 1.4339, 0.1429], [-6.1278, 3.3162, 0.8035]], "atomic_forces_ev_per_a": [[-0.002, -0.079, 0.018], [-0.230, 0.036, -0.188], [0.337, 0.188, 0.089], [-0.070, -0.067, 0.006], [0.100, 0.123, 0.095], [-0.083, -0.053, -0.039], [-0.022, -0.018, -0.006], [-0.001, 0.008, -0.005], [0.011, -0.022, 0.005], [0.001, -0.008, -0.003], [0.009, 0.007, 0.005], [0.041, -0.006, -0.012], [-0.141, 0.065, -0.047], [-0.037, 0.008, -0.014], [-0.005, -0.004, 0.008], [0.017, -0.008, -0.001], [0.024, -0.006, 0.022], [-0.070, -0.010, 0.022], [-0.001, -0.003, 0.003], [0.003, 0.000, 0.000], [0.000, -0.003, -0.003], [0.005, -0.008, -0.001], [-0.010, 0.019, -0.007], [0.001, -0.001, -0.001], [-0.006, 0.004, -0.001], [0.006, 0.000, 0.003], [-0.001, -0.005, -0.007], [0.015, 0.008, -0.017], [-0.008, -0.002, -0.001], [-0.010, -0.010, 0.001], [-0.004, -0.007, -0.014], [0.001, 0.008, 0.009], [-0.002, -0.001, -0.001], [-0.002, 0.004, 0.001], [0.002, -0.001, 0.000], [0.001, 0.000, -0.002], [0.000, 0.001, -0.002], [-0.004, -0.002, 0.000], [0.000, -0.001, 0.002], [-0.002, -0.001, 0.000], [-0.001, -0.001, -0.001], [-0.002, -0.001, -0.003], [0.077, -0.050, 0.032], [-0.019, 0.013, 0.009], [0.021, -0.061, -0.018], [0.045, -0.024, 0.023], [-0.037, 0.006, 0.003], [-0.020, 0.021, -0.005], [0.001, -0.001, -0.009], [-0.006, -0.005, 0.000], [-0.022, 0.014, -0.013], [-0.026, -0.008, -0.006], [-0.006, 0.007, -0.003], [-0.005, -0.004, -0.001], [-0.001, 0.000, 0.001], [0.001, -0.001, -0.002], [0.072, -0.203, 0.277], [-0.239, -0.164, -0.115], [0.259, 0.166, 0.082], [0.020, 0.032, -0.003], [-0.026, 0.033, 0.011], [0.046, -0.001, -0.163], [0.017, -0.013, 0.025], [0.003, 0.001, 0.010], [-0.003, 0.009, -0.009], [0.017, 0.009, 0.007], [-0.072, -0.088, -0.006], [0.001, -0.012, -0.042], [-0.012, 0.005, 0.031], [0.011, 0.003, 0.031], [-0.011, -0.019, -0.013], [0.003, 0.009, 0.000], [-0.003, 0.001, 0.003], [-0.001, -0.007, 0.010], [0.001, -0.011, -0.006], [0.002, -0.001, 0.005], [-0.006, 0.001, 0.000], [-0.001, 0.002, 0.001], [0.082, 0.079, -0.025], [0.008, 0.008, -0.007], [-0.018, 0.034, -0.005], [0.009, 0.017, -0.012], [-0.007, 0.005, -0.005], [-0.020, 0.035, -0.011], [0.008, 0.000, 0.005], [0.000, -0.001, 0.001], [-0.001, 0.002, -0.003], [-0.001, 0.007, -0.002]]}